1.
Entry from the OMol25 dataset: 5 unconnected molecules or ions with the total composition C34H79BO12 (the ωB97M-V functional and the def2-TZVPD basis).

Last column: Mulliken charge in e.
CARTESIAN COORDINATES (ANGSTROEM)
B: 3.237 -4.292 3.438  0.205
C: 4.786 -3.950 3.673  -0.439
C: 5.159 -2.443 3.456  -0.712
C: 4.756 -1.861 2.060  -0.849
C: 3.956 -0.512 2.169  -1.024
C: 2.396 -0.770 2.317  0.231
C: 1.822 0.089 3.484  -0.713
C: 0.350 -0.266 3.926  -0.755
C: -0.195 -1.620 3.389  -0.004
C: -1.566 -2.042 4.016  -0.524
C: -2.105 -3.251 3.150  -1.040
H: 2.399 -3.935 4.199  -0.123
H: 2.883 -4.867 2.452  -0.091
H: 5.446 -4.652 3.113  0.268
H: 4.996 -4.170 4.753  0.116
H: 6.266 -2.378 3.553  0.394
H: 4.769 -1.837 4.304  0.333
H: 5.707 -1.584 1.548  0.430
H: 4.256 -2.583 1.386  0.433
H: 4.362 0.069 3.023  0.460
H: 4.091 0.081 1.239  0.401
H: 2.284 -1.862 2.450  -0.078
H: 1.898 -0.475 1.368  0.185
H: 1.827 1.152 3.155  0.139
H: 2.485 0.012 4.367  0.349
H: -0.318 0.569 3.619  0.270
H: 0.346 -0.268 5.040  0.372
H: -0.346 -1.570 2.287  0.301
H: 0.546 -2.426 3.577  -0.024
H: -2.260 -1.182 3.931  0.319
H: -1.475 -2.394 5.061  0.339
H: -2.701 -3.970 3.738  0.341
H: -1.218 -3.752 2.707  0.243
H: -2.680 -2.855 2.285  0.265
C: -0.127 6.736 1.809  -0.842
O: -0.900 5.662 1.311  -0.241
C: -1.570 5.945 0.093  -0.654
C: -1.423 4.816 -0.918  0.512
O: -0.111 4.606 -1.428  -0.416
C: 0.885 4.103 -0.543  -0.560
C: 0.663 2.685 -0.033  -0.237
O: -0.427 2.616 0.874  -0.243
C: -1.282 1.511 0.664  -0.696
H: -0.759 7.429 2.372  0.297
H: 0.629 6.322 2.479  0.235
H: 0.392 7.267 1.005  0.391
H: -1.205 6.878 -0.352  0.367
H: -2.633 6.072 0.326  0.358
H: -2.028 5.085 -1.788  -0.041
H: -1.844 3.884 -0.540  -0.170
H: 1.060 4.798 0.278  0.142
H: 1.808 4.092 -1.131  0.427
H: 1.562 2.364 0.508  0.197
H: 0.514 2.014 -0.886  0.390
H: -1.450 1.322 -0.402  0.449
H: -2.246 1.742 1.119  0.228
H: -0.867 0.617 1.140  0.052
C: 2.763 -8.147 6.639  -0.747
O: 4.085 -8.334 7.102  -0.290
C: 5.078 -7.834 6.219  -0.284
C: 6.138 -7.031 6.964  -0.352
O: 5.693 -5.806 7.542  -0.458
C: 4.783 -5.894 8.634  -0.259
C: 5.331 -6.529 9.906  -0.552
O: 5.548 -7.923 9.748  -0.280
C: 6.769 -8.383 10.290  -0.826
H: 2.490 -8.948 5.947  0.305
H: 2.096 -8.180 7.502  0.250
H: 2.640 -7.171 6.158  0.299
H: 4.634 -7.210 5.434  0.117
H: 5.552 -8.697 5.739  0.384
H: 6.900 -6.747 6.233  0.466
H: 6.652 -7.643 7.704  0.084
H: 3.852 -6.367 8.324  0.084
H: 4.529 -4.858 8.876  0.424
H: 4.593 -6.400 10.706  0.385
H: 6.253 -6.014 10.198  0.340
H: 7.588 -7.681 10.098  0.388
H: 7.016 -9.327 9.802  0.236
H: 6.670 -8.552 11.366  0.303
C: -4.850 3.863 -3.238  -0.661
O: -4.496 5.076 -3.874  -0.275
C: -3.286 5.010 -4.614  -0.192
C: -3.423 5.649 -5.989  -0.663
O: -4.285 4.979 -6.906  -0.316
C: -5.682 4.976 -6.627  -0.343
C: -6.372 6.333 -6.674  -0.649
O: -5.980 7.162 -5.590  -0.253
C: -5.713 8.500 -5.955  -0.833
H: -4.325 3.769 -2.283  0.173
H: -5.924 3.884 -3.051  0.240
H: -4.637 2.996 -3.873  0.331
H: -2.947 3.975 -4.726  0.271
H: -2.526 5.556 -4.045  0.267
H: -2.433 5.623 -6.455  0.449
H: -3.686 6.704 -5.913  0.222
H: -5.886 4.459 -5.689  0.149
H: -6.128 4.360 -7.414  0.433
H: -7.454 6.176 -6.592  0.394
H: -6.162 6.811 -7.636  0.361
H: -5.177 8.563 -6.908  0.397
H: -5.076 8.935 -5.183  0.237
H: -6.643 9.073 -6.013  0.291
C: -0.892 -2.158 -8.086  -0.819
O: -1.821 -1.180 -8.506  -0.287
C: -3.178 -1.567 -8.355  -0.534
C: -4.024 -0.465 -7.732  -0.225
O: -3.730 -0.151 -6.375  -0.494
C: -2.487 0.477 -6.080  -0.453
C: -2.310 1.886 -6.631  0.168
O: -2.176 1.890 -8.042  -0.384
C: -2.924 2.905 -8.683  -0.591
H: -0.723 -2.888 -8.883  0.302
H: 0.049 -1.653 -7.865  0.236
H: -1.223 -2.665 -7.174  0.386
H: -3.266 -2.476 -7.750  0.347
H: -3.569 -1.786 -9.356  0.379
H: -5.058 -0.822 -7.725  0.432
H: -4.024 0.434 -8.346  0.024
H: -1.652 -0.166 -6.359  0.094
H: -2.458 0.553 -4.989  0.450
H: -1.389 2.311 -6.213  0.446
H: -3.154 2.506 -6.314  -0.252
H: -3.907 3.033 -8.227  0.170
H: -3.071 2.604 -9.722  0.350
H: -2.378 3.852 -8.658  0.243

Its gap between HOMO and LUMO is 9.266 eV. The total charge is 0. The calculation puts the total energy at -2270.23279 Eh.


2.
Entry from the OMol25 dataset: 4 unconnected molecules or ions with the total composition C34H79N7O9P (the ωB97M-V functional and the def2-TZVPD basis).

Last column: Mulliken charge in e.
CARTESIAN COORDINATES (ANGSTROEM)
C: -2.681 -2.741 6.916  -1.430
C: -2.525 -1.540 5.985  0.328
C: -1.570 -0.482 6.546  -1.241
C: -1.607 0.827 5.758  0.583
C: -0.921 2.004 6.442  -1.878
N: -0.935 0.579 4.454  0.007
C: -1.232 1.121 3.305  -0.652
N: -2.237 2.101 3.337  0.352
P: -3.840 1.699 2.833  0.585
O: -4.767 1.828 3.945  -0.727
O: -4.078 2.542 1.516  -0.439
O: -3.706 0.248 2.208  -0.265
N: -0.643 0.736 2.151  1.617
C: 0.042 1.834 1.404  -1.207
C: -0.194 1.908 -0.108  -0.460
C: -1.583 1.482 -0.600  0.811
C: -1.567 0.758 -1.968  0.034
C: -2.206 -0.640 -1.975  0.355
C: -3.559 -0.703 -1.246  -0.036
C: -4.557 -1.731 -1.799  -1.215
C: -4.705 -2.980 -0.946  -0.027
O: -5.046 -2.566 0.396  -0.240
C: -5.259 -3.602 1.263  0.528
C: -4.118 -3.839 2.226  -0.638
O: -6.250 -4.235 1.261  -0.531
C: 0.100 -0.533 2.197  -1.972
C: 0.284 -1.184 0.832  2.149
C: 0.981 -2.535 1.021  -1.057
C: 1.593 -3.090 -0.257  -1.100
N: 0.573 -3.413 -1.276  0.098
C: -0.219 -4.547 -0.861  -0.252
C: -1.647 -4.246 -0.485  -0.139
O: 0.229 -5.651 -0.855  -0.567
H: -3.215 -2.462 7.828  0.351
H: -3.240 -3.548 6.438  0.370
H: -1.706 -3.140 7.209  0.350
H: -2.156 -1.896 5.012  -0.037
H: -3.506 -1.082 5.802  0.266
H: -0.548 -0.884 6.537  0.417
H: -1.836 -0.257 7.582  0.363
H: -2.650 1.066 5.538  0.298
H: 0.166 1.931 6.326  0.306
H: -1.255 2.952 6.020  0.458
H: -1.142 1.993 7.511  0.403
H: -0.182 -0.099 4.473  0.493
H: -1.887 2.954 2.912  0.279
H: -3.918 3.492 1.603  0.330
H: -3.999 -0.418 2.851  0.308
H: -0.258 2.782 1.860  0.414
H: 1.112 1.729 1.622  0.267
H: 0.588 1.365 -0.646  -0.416
H: -0.035 2.962 -0.365  0.688
H: -2.078 0.862 0.150  -0.800
H: -2.202 2.380 -0.704  0.552
H: -0.527 0.660 -2.305  -0.944
H: -2.076 1.373 -2.716  0.437
H: -2.349 -0.940 -3.020  0.886
H: -1.503 -1.376 -1.560  -0.818
H: -4.017 0.292 -1.238  0.640
H: -3.384 -0.946 -0.195  -0.199
H: -4.283 -2.046 -2.812  0.469
H: -5.550 -1.276 -1.875  0.344
H: -5.505 -3.618 -1.331  0.584
H: -3.771 -3.559 -0.911  -0.318
H: -3.310 -3.116 2.103  -0.055
H: -4.502 -3.810 3.250  0.322
H: -3.728 -4.846 2.058  0.348
H: -0.446 -1.225 2.847  0.508
H: 1.095 -0.371 2.645  0.251
H: -0.692 -1.293 0.350  -0.918
H: 0.896 -0.560 0.175  -0.174
H: 1.800 -2.402 1.739  0.630
H: 0.293 -3.267 1.463  0.265
H: 2.191 -3.979 -0.020  0.437
H: 2.259 -2.337 -0.689  0.341
H: 1.081 -3.732 -2.099  0.253
H: -1.971 -4.919 0.310  0.278
H: -1.773 -3.202 -0.194  -0.213
H: -2.267 -4.428 -1.370  0.556
C: 1.119 -1.176 -4.171  -0.488
C: 1.813 0.128 -3.794  0.060
C: 3.064 0.445 -4.620  -0.756
O: 4.198 -0.314 -4.264  -0.433
C: 4.294 -1.593 -4.872  -0.463
N: 2.100 0.134 -2.351  -0.346
H: 1.656 -2.046 -3.790  -0.055
H: 0.117 -1.201 -3.740  -0.242
H: 1.031 -1.279 -5.253  0.434
H: 1.099 0.937 -3.985  0.284
H: 3.338 1.488 -4.436  0.410
H: 2.854 0.341 -5.693  0.384
H: 3.901 -1.575 -5.890  0.167
H: 3.779 -2.362 -4.289  0.174
H: 5.352 -1.847 -4.921  0.300
H: 2.443 1.057 -2.098  0.252
H: 2.903 -0.474 -2.200  0.331
C: 6.848 -1.842 -10.672  -1.395
C: 6.557 -2.721 -9.461  0.332
C: 5.221 -2.413 -8.775  -0.756
O: 5.215 -1.237 -7.986  -0.255
C: 5.004 -0.028 -8.689  -0.777
N: 7.695 -2.663 -8.544  -0.705
H: 7.171 -0.845 -10.370  0.291
H: 7.655 -2.278 -11.260  0.353
H: 5.971 -1.741 -11.313  0.348
H: 6.480 -3.755 -9.812  0.392
H: 4.998 -3.228 -8.080  0.332
H: 4.406 -2.374 -9.511  0.440
H: 4.315 -0.173 -9.527  0.377
H: 5.936 0.398 -9.069  0.260
H: 4.565 0.682 -7.988  0.212
H: 7.580 -3.343 -7.800  0.266
H: 7.695 -1.757 -8.084  0.302
C: 0.286 7.940 4.784  -1.501
C: -0.919 7.014 4.693  0.314
C: -1.306 6.339 6.012  -0.772
O: -0.443 5.282 6.395  -0.223
C: 0.716 5.667 7.114  -0.779
N: -0.696 6.028 3.626  -0.659
H: 1.219 7.378 4.840  0.273
H: 0.340 8.570 3.897  0.389
H: 0.223 8.587 5.660  0.363
H: -1.783 7.616 4.396  0.424
H: -2.289 5.879 5.878  0.329
H: -1.392 7.068 6.826  0.477
H: 0.509 6.520 7.765  0.343
H: 1.547 5.921 6.452  0.276
H: 1.012 4.820 7.731  0.245
H: -1.552 5.498 3.491  0.205
H: -0.008 5.360 3.965  0.324

Its gap between HOMO and LUMO is 7.646 eV. The relative energy (zero: lowest compared OMol25 entry of this formula, charge and spin) is 0.00 kJ/mol. The total charge is +1. The calculation puts the total energy at -2744.52567 Eh.


3.
Entry from the OMol25 dataset: 6 unconnected molecules or ions with the total composition C34H80BIN4O10PS5 (the ωB97M-V functional and the def2-TZVPD basis).

Last column: Mulliken charge in e.
CARTESIAN COORDINATES (ANGSTROEM)
C: 3.097 5.204 0.724  -1.027
C: 3.415 5.391 -0.759  -0.716
C: 3.039 4.203 -1.626  -0.721
C: 3.977 2.977 -1.415  -0.462
C: 3.439 2.032 -0.315  -1.540
N: 2.998 0.710 -0.805  1.421
C: 3.804 -0.001 -1.627  -0.849
N: 5.080 -0.308 -1.459  0.180
P: 5.964 0.122 -0.003  0.115
N: 5.253 -0.305 1.298  -0.530
B: 5.856 -1.061 -2.512  0.661
O: 6.664 -0.321 -3.338  -0.475
O: 5.727 -2.398 -2.575  -0.380
C: 5.733 -2.999 -3.886  -0.810
N: 3.117 -0.399 -2.742  -0.244
C: 1.679 -0.479 -2.320  1.485
C: 1.374 -1.648 -1.390  -0.922
C: 1.575 -3.072 -1.971  -0.300
C: 0.272 -3.864 -1.872  -1.578
I: -0.200 -4.350 0.157  -0.017
C: 0.746 -0.270 -3.530  -1.403
O: -0.148 -1.361 -3.798  -0.147
C: -0.095 -1.843 -5.095  0.720
C: 0.258 -3.286 -5.324  -1.042
O: -0.379 -1.110 -6.034  -0.572
C: 1.694 0.822 -1.470  -1.044
C: 0.471 1.077 -0.591  -1.665
C: 0.550 0.559 0.858  -0.811
C: -0.656 -0.271 1.310  -0.612
C: -2.002 0.318 0.940  -0.321
C: -3.164 -0.428 1.638  -0.532
C: -4.299 -0.841 0.697  -1.192
C: -5.503 0.086 0.793  0.214
C: -6.401 0.028 -0.417  -1.037
O: -5.853 0.843 -1.447  -0.124
C: -6.755 1.036 -2.496  -0.830
H: 2.157 4.678 0.875  0.243
H: 3.050 6.154 1.245  0.399
H: 3.869 4.625 1.234  0.262
H: 4.460 5.670 -0.880  0.338
H: 2.844 6.258 -1.091  0.399
H: 2.007 3.914 -1.438  0.184
H: 3.159 4.501 -2.666  0.429
H: 4.058 2.487 -2.382  0.299
H: 4.923 3.393 -1.082  0.556
H: 2.607 2.515 0.180  0.263
H: 4.188 1.933 0.462  0.897
H: 7.227 -0.483 -0.154  0.086
H: 6.123 1.510 -0.021  0.045
H: 5.789 -0.964 1.849  0.285
H: 7.590 -0.546 -3.217  0.332
H: 5.525 -2.285 -4.675  0.365
H: 5.011 -3.806 -3.868  0.244
H: 6.699 -3.446 -4.103  0.341
H: 3.347 -1.335 -3.079  0.452
H: 1.981 -1.564 -0.492  0.817
H: 0.348 -1.551 -1.049  0.478
H: 1.825 -2.978 -3.022  -0.412
H: 2.316 -3.629 -1.408  0.472
H: -0.546 -3.336 -2.341  0.464
H: 0.389 -4.817 -2.380  0.716
H: 1.313 -0.076 -4.435  0.456
H: 0.112 0.575 -3.284  0.408
H: -0.564 -3.947 -5.059  0.298
H: 1.143 -3.616 -4.792  0.229
H: 0.448 -3.401 -6.383  0.374
H: 1.679 1.606 -2.236  0.939
H: -0.401 0.715 -1.127  0.443
H: 0.350 2.158 -0.538  0.739
H: 1.449 -0.044 0.978  0.318
H: 0.653 1.393 1.548  0.699
H: -0.575 -0.364 2.391  0.580
H: -0.603 -1.286 0.914  -0.312
H: -2.195 0.307 -0.131  0.109
H: -2.058 1.360 1.261  0.250
H: -2.743 -1.322 2.098  0.685
H: -3.542 0.163 2.466  0.148
H: -3.960 -0.918 -0.337  0.528
H: -4.608 -1.849 0.982  0.380
H: -6.102 -0.131 1.674  0.061
H: -5.166 1.113 0.889  0.135
H: -6.511 -0.993 -0.802  0.391
H: -7.407 0.394 -0.188  0.487
H: -7.187 0.095 -2.849  0.332
H: -6.214 1.468 -3.335  0.239
H: -7.564 1.727 -2.237  0.256
C: -7.676 4.318 0.767  -0.838
S: -6.056 4.291 1.540  0.708
O: -5.856 2.901 2.057  -0.616
C: -6.504 5.306 2.959  -1.109
H: -7.626 3.696 -0.124  0.055
H: -8.422 3.920 1.456  0.382
H: -7.923 5.341 0.486  0.397
H: -7.326 4.843 3.507  0.330
H: -6.790 6.300 2.615  0.396
H: -5.630 5.380 3.603  0.317
C: -5.980 1.308 4.603  -0.590
S: -4.739 0.736 5.763  0.420
O: -3.867 -0.224 5.031  -0.573
C: -5.846 -0.241 6.788  -0.974
H: -5.488 1.910 3.840  0.045
H: -6.467 0.453 4.134  0.242
H: -6.713 1.920 5.130  0.493
H: -6.338 -0.997 6.176  0.297
H: -6.584 0.416 7.250  0.360
H: -5.253 -0.723 7.562  0.339
C: -4.159 5.554 -3.334  -0.944
S: -3.892 6.246 -1.697  0.374
O: -4.538 5.323 -0.722  -0.495
C: -4.995 7.649 -1.903  -0.970
H: -3.588 4.631 -3.403  0.292
H: -5.219 5.340 -3.472  0.286
H: -3.811 6.258 -4.089  0.401
H: -5.998 7.295 -2.138  0.296
H: -4.621 8.292 -2.700  0.392
H: -5.009 8.203 -0.967  0.308
C: 8.283 -4.593 1.310  -1.140
S: 7.131 -3.310 1.813  0.621
O: 7.722 -2.605 2.981  -0.664
C: 5.869 -4.426 2.412  -1.123
H: 9.179 -4.110 0.925  0.343
H: 8.537 -5.209 2.171  0.377
H: 7.829 -5.200 0.527  0.354
H: 6.272 -5.060 3.200  0.427
H: 5.509 -5.038 1.586  0.375
H: 5.049 -3.830 2.809  0.381
C: 2.361 -6.921 3.184  -0.919
S: 3.639 -7.287 4.390  0.483
O: 4.927 -7.084 3.674  -0.578
C: 3.351 -9.057 4.459  -0.985
H: 2.397 -5.854 2.974  0.249
H: 2.549 -7.483 2.269  0.322
H: 1.382 -7.176 3.592  0.419
H: 3.455 -9.484 3.462  0.309
H: 2.352 -9.246 4.854  0.384
H: 4.094 -9.490 5.125  0.325

Its gap between HOMO and LUMO is 7.468 eV. The relative energy (zero: lowest compared OMol25 entry of this formula, charge and spin) is 132.19 kJ/mol. The total charge is +1. The calculation puts the total energy at -4969.42542 Eh.